{"formula": "C4H11N2", "method": "ωB97M-V/def2-TZVPD", "de_lowest_kj_mol": 314.3, "charge": 1, "gap_ev": 10.720, "smiles": "C[C@@H]1C[NH2+]CN1", "multiplicity": 1, "symbols": ["C", "C", "C", "N", "C", "N", "H", "H", "H", "H", "H", "H", "H", "H", "H", "H", "H"], "xyz": [[-1.667081, 0.531350, 0.525344], [-0.875041, 0.129786, -0.647408], [0.107035, -1.095826, -0.388990], [1.419060, -0.655094, 0.123301], [1.304325, 0.832658, 0.448899], [0.569744, 1.184199, -0.751184], [-1.181059, 0.820052, 1.392340], [-2.310463, -0.335775, 0.626159], [-2.470294, 1.324160, 0.346917], [-1.405644, 0.350287, -1.629497], [-0.508875, -1.692221, 0.265928], [0.135488, -1.471886, -1.419273], [1.636766, -1.124588, 0.991994], [2.032741, -0.857193, -0.553384], [2.150404, 1.411730, 0.466533], [0.818345, 0.950641, 1.419413], [0.296701, 2.168351, -0.763830]], "forces_ev_per_angstrom": [[-3.663, 0.341, -1.867], [4.959, 3.927, -0.510], [-3.886, 0.908, -2.233], [-3.010, 1.353, 4.305], [-2.956, -0.666, -2.047], [-2.746, -0.700, 0.458], [1.109, 0.009, 1.735], [-0.244, -0.390, 1.050], [1.394, -0.696, -0.250], [1.014, -1.200, 1.150], [0.850, -0.871, 0.421], [0.840, -0.696, 0.701], [0.334, -0.638, 0.057], [3.496, -0.562, -3.039], [2.749, 0.559, 0.011], [-0.209, -0.428, 0.039], [-0.030, -0.253, 0.020]]}

{"formula": "C5H6O", "method": "ωB97M-V/def2-TZVPD", "de_lowest_kj_mol": 328.9, "charge": 0, "gap_ev": 10.288, "smiles": "CC#C[C@H]1CO1", "multiplicity": 1, "symbols": ["C", "C", "C", "C", "C", "O", "H", "H", "H", "H", "H", "H"], "xyz": [[2.716856, 0.082343, -0.206610], [1.244619, 0.015458, -0.241437], [0.034292, 0.023075, -0.293359], [-1.413343, 0.190928, -0.357722], [-2.417352, -0.276934, 0.639915], [-1.965850, 1.053001, 0.619664], [3.037048, 1.059120, 0.173174], [3.165864, -0.683193, 0.437131], [3.143883, -0.034255, -1.209532], [-1.998694, -0.075135, -1.220337], [-2.075230, -1.029401, 1.330449], [-3.472093, -0.325006, 0.328664]], "forces_ev_per_angstrom": [[-0.067, 0.029, -0.005], [-0.679, 0.012, -0.079], [0.312, -0.169, -0.038], [-0.291, -1.202, 0.368], [0.069, -0.419, 0.467], [-0.079, 0.333, -0.079], [-0.103, -0.150, -0.053], [-0.252, 0.095, -0.107], [-0.177, -0.002, 0.160], [0.691, 1.477, -1.508], [0.023, 0.434, 0.906], [0.553, -0.437, -0.032]]}

The lowest charge belongs to which entry?
C5H6O

charge of number 2 (C5H6O)?
0

Look up the charge of the second one.
0

charge of number 1 (C4H11N2)?
+1